1.
C24H72As6F36N6O6 | ωB97M-V/def2-TZVPD

Each line ends with the Mulliken charge.
Element x y z (Å)
1 C 7.172 6.651 0.385  -1.348
2 C 7.429 5.344 1.144  0.488
3 C 6.547 4.979 2.308  -0.785
4 O 7.040 3.789 2.890  -0.473
5 C 6.206 2.637 2.775  -0.104
6 N 7.307 4.229 0.123  -0.030
7 H 6.434 4.202 -0.415  0.072
8 H 7.975 4.278 -0.650  0.432
9 H 7.437 3.373 0.671  0.326
10 H 7.100 7.553 0.988  0.350
11 H 6.304 6.547 -0.264  0.358
12 H 8.090 6.814 -0.187  0.407
13 H 8.464 5.359 1.480  0.297
14 H 5.472 4.976 2.095  0.302
15 H 6.594 5.722 3.110  0.424
16 H 5.592 2.474 3.664  0.317
17 H 6.777 1.716 2.640  0.221
18 H 5.542 2.744 1.909  -0.053
19 C 3.145 0.841 1.130  -1.697
20 C 1.745 1.137 0.610  1.397
21 C 0.990 0.063 -0.108  0.004
22 O -0.269 0.519 -0.434  0.381
23 C -1.102 -0.326 -1.142  0.907
24 N 0.849 1.609 1.700  0.657
25 H -0.080 1.627 1.269  0.003
26 H 0.854 0.920 2.445  0.188
27 H 1.116 2.498 2.138  0.432
28 H 3.630 1.709 1.570  0.117
29 H 3.766 0.567 0.277  0.486
30 H 3.235 -0.025 1.784  0.269
31 H 1.765 1.966 -0.098  -1.036
32 H 1.069 -0.992 0.204  -0.750
33 H 1.560 -0.119 -1.043  0.642
34 H -2.102 0.089 -1.253  -1.334
35 H -1.206 -1.288 -0.629  -0.010
36 H -0.656 -0.467 -2.133  0.325
37 C -9.124 1.429 0.499  -1.506
38 C -8.269 1.470 -0.769  0.325
39 C -6.828 1.678 -0.312  -0.849
40 O -5.946 1.357 -1.352  -0.336
41 C -4.605 1.197 -0.882  0.646
42 N -8.442 0.150 -1.519  -0.276
43 H -9.366 -0.230 -1.298  0.377
44 H -8.306 0.131 -2.528  0.352
45 H -7.805 -0.565 -1.152  0.313
46 H -8.975 2.307 1.120  0.375
47 H -8.958 0.521 1.088  0.463
48 H -10.200 1.302 0.334  0.439
49 H -8.693 2.176 -1.478  0.289
50 H -6.565 1.182 0.627  0.468
51 H -6.772 2.755 -0.106  0.412
52 H -4.441 0.401 -0.146  0.301
53 H -4.358 2.120 -0.349  0.459
54 H -3.903 0.993 -1.686  -1.457
55 C -2.840 -0.024 -6.214  -1.739
56 C -2.757 0.602 -4.821  0.965
57 C -1.564 1.500 -4.615  -0.679
58 O -1.745 2.221 -3.423  -0.291
59 C -0.575 2.782 -2.824  -0.465
60 N -4.061 1.308 -4.424  0.126
61 H -4.045 2.240 -4.836  0.402
62 H -4.803 0.715 -4.790  0.467
63 H -4.150 1.329 -3.409  0.111
64 H -3.340 -0.992 -6.119  0.437
65 H -1.881 -0.356 -6.613  0.397
66 H -3.285 0.582 -7.005  0.438
67 H -2.745 -0.233 -4.119  -0.403
68 H -1.294 2.034 -5.539  0.419
69 H -0.646 0.933 -4.396  0.407
70 H -0.140 3.565 -3.449  0.418
71 H 0.190 2.040 -2.581  0.198
72 H -0.854 3.259 -1.885  0.017
73 C 0.837 -3.895 2.230  -1.196
74 C 1.924 -4.319 1.226  0.145
75 C 1.896 -3.516 -0.044  0.418
76 O 2.867 -4.069 -0.895  -0.534
77 C 3.286 -3.227 -1.951  -0.508
78 N 3.329 -4.086 1.827  -0.056
79 H 3.532 -3.153 2.209  0.368
80 H 3.612 -4.797 2.498  0.305
81 H 3.838 -4.275 0.946  0.409
82 H 0.851 -2.895 2.639  0.110
83 H 0.703 -4.547 3.095  0.567
84 H -0.113 -3.968 1.697  0.015
85 H 1.778 -5.381 1.038  0.296
86 H 2.111 -2.460 0.162  -0.310
87 H 0.937 -3.500 -0.577  0.439
88 H 3.821 -3.766 -2.728  0.334
89 H 3.850 -2.365 -1.590  0.149
90 H 2.450 -2.786 -2.510  0.124
91 C -3.176 -3.665 0.573  -0.828
92 C -3.675 -5.057 0.227  0.284
93 C -2.690 -6.174 0.411  -0.759
94 O -3.316 -7.360 -0.056  -0.411
95 C -2.795 -8.543 0.541  -0.766
96 N -4.917 -5.248 1.125  -0.281
97 H -5.628 -4.525 1.031  0.345
98 H -5.345 -6.180 1.154  0.354
99 H -4.679 -5.177 2.126  0.395
100 H -2.762 -3.601 1.585  0.431
101 H -3.981 -2.930 0.552  0.378
102 H -2.355 -3.345 -0.069  -0.311
103 H -4.102 -5.049 -0.775  0.224
104 H -2.439 -6.333 1.463  0.613
105 H -1.889 -5.871 -0.272  0.393
106 H -3.414 -8.752 1.422  0.300
107 H -1.724 -8.520 0.729  0.334
108 H -3.029 -9.390 -0.105  0.263
109 As -1.869 4.678 1.169  2.187
110 F -0.598 3.744 0.369  -0.649
111 F -2.725 4.856 -0.365  -0.537
112 F -3.078 5.660 1.956  -0.516
113 F -1.092 4.403 2.695  -0.462
114 F -0.960 6.130 0.837  -0.519
115 F -2.756 3.177 1.424  -0.481
116 As 5.973 -2.225 1.303  1.957
117 F 5.247 -3.450 0.261  -0.550
118 F 7.447 -2.469 0.414  -0.501
119 F 6.722 -0.978 2.326  -0.481
120 F 4.420 -2.004 2.178  -0.561
121 F 6.408 -3.381 2.519  -0.501
122 F 5.531 -0.984 0.164  -0.438
123 As -1.483 -0.741 3.684  2.019
124 F -1.349 1.005 3.618  -0.474
125 F 0.190 -0.896 3.103  -0.559
126 F -1.512 -2.509 3.732  -0.512
127 F -3.193 -0.665 4.068  -0.528
128 F -1.869 -0.709 1.966  -0.467
129 F -0.887 -0.661 5.315  -0.505
130 As 3.979 3.266 -2.215  2.012
131 F 2.336 3.522 -1.596  -0.527
132 F 3.683 1.567 -1.906  -0.468
133 F 5.593 2.986 -2.809  -0.528
134 F 4.191 4.987 -2.481  -0.519
135 F 4.635 3.469 -0.612  -0.594
136 F 3.287 3.013 -3.805  -0.522
137 As 2.396 3.589 5.616  2.058
138 F 1.868 3.197 3.938  -0.652
139 F 3.446 4.823 4.995  -0.487
140 F 2.970 3.862 7.244  -0.527
141 F 1.412 2.246 6.169  -0.487
142 F 3.689 2.413 5.319  -0.517
143 F 1.084 4.664 5.916  -0.474
144 As -1.761 -3.508 -3.915  2.157
145 F -0.928 -2.934 -2.511  -0.557
146 F -2.492 -4.733 -2.871  -0.509
147 F -2.552 -4.010 -5.400  -0.506
148 F -1.054 -2.238 -4.867  -0.504
149 F -0.517 -4.654 -4.289  -0.476
150 F -3.122 -2.380 -3.567  -0.525

Calculated values
- F_max (eV/A) = 3.88
- gap between HOMO and LUMO (eV) = 6.51
- calculated total energy (a.u.) = -18747.92582
- E_LUMO (eV) = -2.978

=====

2.
C6H14O | ωB97M-V/def2-TZVPD

Each line ends with the natural charge from an NBO analysis.
Element x y z (Å)
1 C -1.279 -1.365 -1.006  -0.663
2 C -0.674 -1.346 0.354  -0.163
3 C 0.569 -0.976 0.644  -0.206
4 C 1.573 -0.452 -0.326  0.046
5 C 1.897 0.993 -0.100  -0.618
6 O 2.753 -1.196 -0.120  -0.706
7 H -1.960 -2.180 -1.262  0.222
8 H -0.488 -1.404 -1.745  0.211
9 H -1.852 -0.468 -1.237  0.221
10 H -1.299 -1.736 1.145  0.203
11 H 0.934 -1.083 1.667  0.214
12 H 1.307 -0.508 -1.387  0.159
13 H 2.173 1.071 0.951  0.213
14 H 0.993 1.560 -0.285  0.214
15 H 2.675 1.354 -0.793  0.201
16 H 3.386 -0.745 -0.690  0.459
17 C -2.156 1.682 0.833  -0.871
18 H -3.202 1.337 0.771  0.215
19 H -1.939 2.295 -0.049  0.209
20 H -2.049 2.283 1.740  0.213
21 H -1.363 0.886 0.892  0.229

Calculated values
- F_max (eV/A) = 1.38
- gap between HOMO and LUMO (eV) = 10.38
- relative energy (zero: lowest compared OMol25 entry of this formula, charge and spin) (kcal per mole) = 32.87
- calculated total energy (a.u.) = -312.20266
- E_LUMO (eV) = 0.960
- SMILES string = C/C=C\[C@@H](C)O.C

=====

3.
C4H6NP | ωB97M-V/def2-TZVPD

Each line ends with the natural charge from an NBO analysis.
Element x y z (Å)
1 C -2.806 1.347 -0.501  -0.228
2 C -2.312 0.228 -0.536  -0.382
3 P -1.484 -1.323 -0.273  0.574
4 C 0.119 -0.762 0.696  -0.576
5 C 1.132 -0.212 0.000  0.036
6 N 2.383 0.005 0.616  -0.826
7 H -3.416 2.234 -0.813  0.248
8 H -0.835 -1.042 -1.514  -0.022
9 H 0.436 -1.022 1.671  0.207
10 H 1.059 0.265 -1.044  0.207
11 H 2.569 -0.126 1.557  0.379
12 H 3.157 0.408 0.142  0.383

Calculated values
- F_max (eV/A) = 2.93
- gap between HOMO and LUMO (eV) = 9.40
- relative energy (zero: lowest compared OMol25 entry of this formula, charge and spin) (kcal per mole) = 60.27
- calculated total energy (a.u.) = -551.99434
- E_LUMO (eV) = 1.069
- SMILES string = C#CP/C=C/N

=====

4.
C3H5N3 | ωB97M-V/def2-TZVPD

Each line ends with the natural charge from an NBO analysis.
Element x y z (Å)
1 C 0.604 0.939 1.342  -0.679
2 C 0.346 -0.096 0.324  0.149
3 C 0.828 -0.605 -0.829  -0.149
4 N -0.236 -0.500 -1.702  -0.330
5 N -1.357 -0.605 -1.030  -0.098
6 N -1.413 -0.426 0.229  -0.257
7 H -0.015 0.671 2.194  0.239
8 H 1.645 1.108 1.634  0.232
9 H 0.224 1.890 0.936  0.235
10 H 1.718 -1.183 -1.163  0.250
11 H -2.101 -0.951 -1.639  0.407

Calculated values
- F_max (eV/A) = 4.81
- gap between HOMO and LUMO (eV) = 9.27
- relative energy (zero: lowest compared OMol25 entry of this formula, charge and spin) (kcal per mole) = 108.23
- calculated total energy (a.u.) = -281.41758
- E_LUMO (eV) = 0.939
- SMILES string = Cc1cn[nH]n1

=====

5.
C6H10O | ωB97M-V/def2-TZVPD

Each line ends with the natural charge from an NBO analysis.
Element x y z (Å)
1 C 1.499 0.420 -1.459  -0.637
2 C 0.574 -0.718 -1.135  -0.268
3 C 0.606 -1.219 0.513  -0.410
4 C -0.542 -0.565 -0.166  -0.254
5 C -0.958 0.798 0.337  -0.509
6 C -1.795 0.728 1.594  0.450
7 O -2.065 -0.289 2.189  -0.518
8 H 2.471 0.080 -1.830  0.224
9 H 1.679 1.106 -0.618  0.190
10 H 1.029 1.000 -2.261  0.217
11 H 1.030 -1.737 -0.942  0.286
12 H 0.448 -2.261 0.832  0.226
13 H 1.229 -0.635 1.177  0.208
14 H -1.395 -1.216 -0.333  0.223
15 H -1.542 1.344 -0.417  0.232
16 H -0.101 1.449 0.565  0.233
17 H -2.168 1.714 1.956  0.105

Calculated values
- F_max (eV/A) = 3.05
- gap between HOMO and LUMO (eV) = 9.36
- relative energy (zero: lowest compared OMol25 entry of this formula, charge and spin) (kcal per mole) = 64.83
- calculated total energy (a.u.) = -309.73906
- E_LUMO (eV) = 1.015
- SMILES string = C[C@H]1C[C@H]1CC=O

=====

6.
C29H27N3O3 | ωB97M-V/def2-TZVPD

Each line ends with the natural charge from an NBO analysis.
Element x y z (Å)
1 C -7.333 -2.345 -0.493  -0.258
2 O -5.987 -2.727 -0.256  -0.508
3 C -5.057 -1.812 -0.577  0.778
4 O -5.331 -0.732 -1.042  -0.592
5 C -3.679 -2.278 -0.299  -0.181
6 C -3.413 -3.543 0.221  -0.145
7 C -2.111 -3.926 0.468  -0.226
8 C -1.050 -3.063 0.203  -0.012
9 C 0.355 -3.521 0.518  -0.249
10 N 1.373 -2.562 0.169  -0.618
11 C 1.983 -1.788 1.104  0.669
12 O 1.847 -1.953 2.296  -0.600
13 C 2.804 -0.696 0.484  -0.082
14 C 2.328 0.595 0.504  -0.041
15 C 3.074 1.594 -0.170  0.254
16 N 4.216 1.356 -0.758  -0.407
17 C 4.727 0.110 -0.743  0.128
18 C 5.972 -0.119 -1.363  -0.180
19 C 6.509 -1.376 -1.385  -0.208
20 C 5.832 -2.453 -0.791  -0.213
21 C 4.622 -2.263 -0.182  -0.203
22 C 4.041 -0.980 -0.143  -0.025
23 C 2.519 2.982 -0.281  -0.433
24 C 1.423 3.242 0.745  -0.229
25 N 0.464 2.154 0.697  -0.439
26 C -0.787 2.482 1.358  -0.233
27 C -1.542 3.523 0.575  -0.055
28 C -1.707 3.360 -0.795  -0.152
29 C -2.401 4.299 -1.534  -0.222
30 C -2.943 5.411 -0.911  -0.216
31 C -2.784 5.580 0.453  -0.207
32 C -2.083 4.641 1.192  -0.206
33 C 1.063 0.950 1.229  -0.236
34 C -1.321 -1.807 -0.325  -0.193
35 C -2.622 -1.415 -0.571  -0.155
36 H -7.486 -2.131 -1.553  0.194
37 H -7.947 -3.185 -0.179  0.195
38 H -7.580 -1.451 0.083  0.195
39 H -4.230 -4.215 0.430  0.231
40 H -1.906 -4.904 0.877  0.214
41 H 0.444 -3.679 1.599  0.252
42 H 0.553 -4.473 0.012  0.210
43 H 1.511 -2.354 -0.807  0.405
44 H 6.477 0.723 -1.809  0.225
45 H 7.464 -1.552 -1.858  0.216
46 H 6.278 -3.437 -0.814  0.215
47 H 4.106 -3.087 0.291  0.215
48 H 3.329 3.706 -0.187  0.231
49 H 2.099 3.088 -1.285  0.227
50 H 0.906 4.173 0.503  0.220
51 H 1.864 3.344 1.754  0.165
52 H -1.390 1.568 1.400  0.213
53 H -0.627 2.826 2.396  0.174
54 H -1.276 2.493 -1.272  0.211
55 H -2.524 4.163 -2.599  0.212
56 H -3.488 6.144 -1.487  0.212
57 H -3.203 6.446 0.944  0.212
58 H -1.959 4.779 2.257  0.209
59 H 0.338 0.134 1.153  0.211
60 H 1.312 1.054 2.305  0.189
61 H -0.515 -1.122 -0.544  0.206
62 H -2.842 -0.437 -0.972  0.237

Calculated values
- F_max (eV/A) = 0.64
- gap between HOMO and LUMO (eV) = 8.85
- relative energy (zero: lowest compared OMol25 entry of this formula, charge and spin) (kcal per mole) = 1.77
- calculated total energy (a.u.) = -1511.34084
- E_LUMO (eV) = 0.164
- SMILES string = COC(=O)c1ccc(CNC(=O)c2c3c(nc4ccccc24)CCN(Cc2ccccc2)C3)cc1